(1)
Below is a molecular structure, C22H31AlBrFIN3O5P in a non-equilibrium geometry, with properties calculated with wB97M-V/def2-TZVPD.

CARTESIAN COORDINATES (ANGSTROEM)
1 C -0.477 2.085 -3.516
2 C 0.019 1.575 -2.210
3 C -0.315 0.098 -1.553
4 C -0.313 0.484 0.073
5 C -1.425 1.692 0.397
6 O -2.739 1.359 0.287
7 Br -0.874 3.528 0.969
8 O -1.679 -0.155 -2.127
9 Al -1.590 -1.269 -3.689
10 P -3.594 -2.414 -3.931
11 O -4.464 -2.446 -2.415
12 I -4.974 -0.927 -5.405
13 O -0.074 -2.131 -2.979
14 C 0.616 -1.202 -2.024
15 C 2.022 -0.923 -2.816
16 O 2.240 -1.944 -3.895
17 C 3.049 -1.292 -4.944
18 C 0.848 -2.248 -0.740
19 C 1.668 -3.608 -1.147
20 F -0.542 -2.708 -0.365
21 H -0.843 3.214 -3.575
22 H -0.493 1.473 -4.524
23 H 0.681 2.311 -1.548
24 H 0.733 0.957 0.328
25 H -0.625 -0.411 0.758
26 H -1.075 -0.613 -5.035
27 H -5.175 -1.723 -2.517
28 H 2.925 -1.021 -2.051
29 H 2.104 0.116 -3.347
30 H 2.286 -0.731 -5.669
31 H 3.838 -0.509 -4.513
32 H 3.691 -2.053 -5.587
33 H 1.399 -1.740 0.164
34 H 2.042 -4.087 -0.120
35 H 2.631 -3.440 -1.789
36 H 0.911 -4.392 -1.596
37 N -4.707 -1.376 1.527
38 C -5.506 -2.086 2.385
39 C -6.005 -1.211 3.324
40 C -5.494 0.073 3.018
41 C -4.698 -0.058 1.902
42 H -4.204 -1.764 0.740
43 H -5.649 -3.150 2.256
44 H -6.667 -1.469 4.141
45 H -5.686 0.994 3.553
46 H -4.126 0.672 1.345
47 N 1.914 -2.983 2.890
48 C 1.949 -2.998 4.261
49 C 3.267 -3.079 4.652
50 C 4.054 -3.108 3.476
51 C 3.194 -3.044 2.403
52 H 1.075 -2.933 2.327
53 H 1.036 -2.952 4.838
54 H 3.622 -3.113 5.673
55 H 5.134 -3.167 3.418
56 H 3.381 -3.038 1.338
57 N 1.246 5.871 2.039
58 C 1.273 6.883 2.963
59 C 2.557 7.375 3.019
60 C 3.332 6.638 2.092
61 C 2.497 5.718 1.499
62 H 0.432 5.324 1.793
63 H 0.377 7.165 3.501
64 H 2.900 8.179 3.658
65 H 4.386 6.765 1.879
66 H 2.685 4.969 0.741

Properties
E_tot: -134766.644 eV
HOMO energy: -5.0 eV
multiplicity: 1
frontier orbital gap: 6.86 eV
charge: -1

=====

(2)
Below is a molecular structure, C22H31BrCl2N3O3Sc in a non-equilibrium geometry, with properties calculated with wB97M-V/def2-TZVPD.

CARTESIAN COORDINATES (ANGSTROEM)
1 O -1.352 1.198 -1.706
2 C -0.667 1.110 -2.854
3 C -1.376 0.221 -3.873
4 C -2.040 -0.945 -3.482
5 H -1.969 -1.273 -2.434
6 C -2.800 -1.702 -4.385
7 H -3.359 -2.578 -4.037
8 C -2.832 -1.320 -5.733
9 H -3.418 -1.898 -6.462
10 C -2.108 -0.186 -6.154
11 H -2.112 0.114 -7.211
12 C -1.404 0.583 -5.221
13 H -0.878 1.499 -5.503
14 H -0.514 2.102 -3.355
15 C 1.857 1.834 -2.351
16 C 0.945 0.645 -2.501
17 H 2.601 1.981 -3.148
18 H 2.423 1.697 -1.415
19 H 1.292 2.774 -2.259
20 C 1.334 -0.546 -3.037
21 C 2.726 -0.866 -3.514
22 H 0.583 -1.337 -3.189
23 H 2.793 -0.907 -4.620
24 H 3.087 -1.834 -3.128
25 H 3.442 -0.095 -3.196
26 Sc 0.567 -0.049 -0.331
27 Cl -0.444 -2.180 -0.897
28 Cl 2.858 -0.589 -0.137
29 H -5.472 0.213 -0.560
30 H -4.788 -1.331 1.283
31 C -4.468 0.027 -0.973
32 C -3.736 -1.338 0.977
33 N -3.504 -0.189 0.104
34 H -4.136 0.895 -1.555
35 C -2.471 0.623 0.279
36 O -1.407 0.297 0.884
37 H -3.092 -1.274 1.861
38 H -2.631 1.638 -0.117
39 H -4.520 -0.852 -1.630
40 H -3.530 -2.275 0.441
41 H 1.960 4.526 2.472
42 H -0.405 5.746 1.785
43 C 1.986 4.328 1.392
44 C -0.229 5.299 0.798
45 N 0.634 4.124 0.882
46 H 2.562 3.421 1.193
47 C 0.230 2.926 0.480
48 O 1.002 1.926 0.374
49 H -1.192 4.995 0.370
50 H -0.839 2.835 0.230
51 H 2.431 5.202 0.894
52 H 0.225 6.067 0.161
53 Br 1.508 0.531 5.863
54 C 1.397 -0.604 4.340
55 C 1.946 -1.895 4.416
56 C 1.871 -2.708 3.286
57 C 1.328 -2.174 2.113
58 N 0.943 -0.898 2.017
59 C 0.887 -0.140 3.114
60 H 2.433 -2.222 5.339
61 H 2.228 -3.736 3.263
62 H 1.234 -2.784 1.217
63 H 0.452 0.857 3.027

Properties
E_tot: -149721.884 eV
HOMO energy: -7.7 eV
multiplicity: 1
frontier orbital gap: 7.96 eV